(1)
Below is a molecular structure, C4H9FNO5S2 at a distorted geometry, with properties calculated with the ωB97M-V functional and the def2-TZVPD basis.

Cartesian coordinates (Å):
C 1.082 -2.928 0.272
C -1.215 1.906 0.344
C -0.224 1.434 -1.829
C 0.691 -1.708 0.937
N -1.038 0.949 -0.768
O 1.304 0.712 1.434
O -2.019 -1.014 0.477
O -0.859 -1.393 -1.591
O 2.238 -0.113 -0.620
O 3.034 -1.093 1.446
F 0.210 -1.690 2.183
S -0.882 -0.672 -0.339
S 1.975 -0.368 0.749
H 1.592 -3.814 0.861
H 1.813 -2.649 -0.436
H 0.171 -3.379 -0.279
H -0.790 2.773 -0.004
H -2.270 1.992 0.598
H -0.576 1.575 1.185
H -0.249 0.668 -2.640
H -0.694 2.293 -2.154
H 0.828 1.546 -1.388

Output
Orbital gap = 8.53 eV
Relative energy (zero: lowest compared OMol25 entry of this formula, charge and spin) = 1.4 kcal/mol
E_LUMO = 0.1261 Ha
Charge = -1
Highest occupied orbital energy = -5.097 eV

***

(2)
Below is 2 unconnected molecules or ions with the total composition C2HNOS2 at a distorted geometry, with properties calculated with the ωB97M-V functional and the def2-TZVPD basis.

Cartesian coordinates (Å):
C 0.298 -1.516 -0.200
C -2.679 0.399 0.524
N 0.640 -0.502 0.335
O -0.003 -2.420 -0.843
S -2.887 -0.132 -1.116
S -3.638 -0.994 0.650
H 0.125 0.383 0.218

Output
Orbital gap = 8.53 eV
Relative energy (zero: lowest compared OMol25 entry of this formula, charge and spin) = 43.7 kcal/mol
E_LUMO = -0.0352 Ha
Highest occupied orbital energy = -9.488 eV

***

(3)
Below is a molecular structure, C3CuO4 at a distorted geometry, with properties calculated with the ωB97M-V functional and the def2-TZVPD basis.

Cartesian coordinates (Å):
C 2.179 2.063 0.702
C 1.732 0.971 0.145
O 0.860 2.598 0.763
O 1.700 0.476 -1.129
O -1.347 -1.221 -0.078
C -2.187 -2.031 -0.022
O -3.025 -2.806 0.058
Cu 0.088 -0.050 -0.438

Output
Orbital gap (alpha / beta) = 7.35 / 6.76 eV
⟨S²⟩ = 0.77
Relative energy (zero: lowest compared OMol25 entry of this formula, charge and spin) = 0.0 kcal/mol
E_LUMO (alpha / beta) = -0.0220 / -0.0375 Ha
Highest occupied orbital energy (alpha / beta) = -7.949 / -7.785 eV
Spin multiplicity = 2

***

(4)
Below is 2 unconnected molecules or ions with the total composition C4H5ClN2O at a distorted geometry, with properties calculated with the ωB97M-V functional and the def2-TZVPD basis.

Cartesian coordinates (Å):
C 2.351 1.188 0.274
C -0.741 -0.364 0.201
C -2.248 -0.212 -0.060
C 2.206 -0.192 0.527
N 2.462 2.249 -0.134
N -0.057 -0.163 -0.891
O -0.239 -0.678 1.292
Cl 3.243 -1.189 -0.376
H -2.516 0.688 -0.751
H -2.722 -1.028 -0.438
H -2.740 -0.114 0.866
H 1.473 -0.527 1.180
H -0.471 0.342 -1.691

Output
Orbital gap (alpha / beta) = 6.22 / 6.23 eV
Relative energy (zero: lowest compared OMol25 entry of this formula, charge and spin) = 115.0 kcal/mol
E_LUMO (alpha / beta) = -0.1102 / -0.1101 Ha
Highest occupied orbital energy (alpha / beta) = -9.219 / -9.223 eV

***

(5)
Below is a molecular structure, C21H45BBrN2O13S2 at a distorted geometry, with properties calculated with the ωB97M-V functional and the def2-TZVPD basis.

Cartesian coordinates (Å):
C 1.263 2.548 2.970
C 0.582 2.099 1.673
C -0.952 2.016 1.705
Br -1.436 0.180 2.179
S -1.740 3.272 2.762
O -1.000 4.488 2.553
O -1.586 2.810 4.113
N -3.246 3.590 2.300
S -4.272 2.334 2.242
O -4.131 1.653 0.963
O -4.281 1.470 3.402
B -5.964 3.167 2.233
O -6.018 4.529 2.369
N -7.192 2.454 2.066
C -7.043 1.005 1.802
C -8.123 2.676 3.171
H 2.318 2.278 2.890
H 1.239 3.626 3.029
H 0.870 2.070 3.857
H 0.927 1.092 1.479
H 0.953 2.705 0.853
H -1.333 2.183 0.707
H -6.762 4.813 1.816
H -6.478 0.489 2.578
H -6.586 0.871 0.844
H -8.025 0.551 1.740
H -7.680 2.347 4.114
H -9.034 2.096 3.044
H -8.418 3.714 3.272
O 3.041 0.798 -2.000
C 1.980 0.690 -2.557
O 0.873 1.118 -1.932
C -0.415 1.182 -2.555
C -1.127 -0.153 -2.515
C 1.869 0.015 -3.905
H -0.331 1.580 -3.568
H -0.980 1.912 -1.979
H -0.582 -0.921 -3.065
H -2.126 -0.065 -2.943
H -1.218 -0.499 -1.485
H 1.867 -1.064 -3.758
H 2.743 0.299 -4.487
H 0.990 0.302 -4.478
O 4.806 0.920 -4.825
C 5.760 0.851 -4.099
O 6.656 -0.138 -4.286
C 7.889 -0.221 -3.568
C 7.708 -0.879 -2.215
C 5.923 1.797 -2.936
H 8.358 0.762 -3.496
H 8.545 -0.834 -4.187
H 7.038 -0.305 -1.575
H 8.665 -0.982 -1.706
H 7.267 -1.867 -2.329
H 5.298 1.445 -2.116
H 5.578 2.780 -3.248
H 6.949 1.912 -2.593
O 7.645 -2.713 0.110
C 8.588 -2.780 0.845
O 9.499 -3.760 0.659
C 10.730 -3.840 1.378
C 10.552 -4.507 2.726
C 8.734 -1.840 2.021
H 11.194 -2.855 1.460
H 11.390 -4.444 0.757
H 9.881 -3.942 3.372
H 11.512 -4.609 3.234
H 10.116 -5.498 2.600
H 8.110 -2.201 2.837
H 8.384 -0.858 1.714
H 9.756 -1.720 2.374
O -7.569 -0.751 -0.231
C -8.487 -1.412 -0.616
O -9.650 -1.390 0.076
C -10.849 -2.016 -0.374
C -10.878 -3.491 -0.025
C -8.351 -2.331 -1.811
H -11.001 -1.838 -1.440
H -11.657 -1.504 0.146
H -10.069 -4.037 -0.512
H -11.826 -3.938 -0.328
H -10.753 -3.625 1.049
H -7.863 -3.251 -1.491
H -7.726 -1.835 -2.549
H -9.292 -2.574 -2.301

Output
Orbital gap = 6.91 eV
E_LUMO = 0.0639 Ha
Charge = -1
Highest occupied orbital energy = -5.173 eV

***

(6)
Below is C5H7N3 in the gas phase at a distorted geometry, with properties calculated with the ωB97M-V functional and the def2-TZVPD basis.

Cartesian coordinates (Å):
C -0.158 -2.314 -0.953
N -0.662 -1.961 0.366
C -0.269 -0.724 0.417
N 0.212 -0.275 -0.806
N 0.432 -1.305 -1.581
C 0.125 1.209 -0.871
C 0.429 1.374 0.573
C -0.284 0.260 1.294
H -0.507 -3.262 -1.227
H 0.793 1.470 -1.632
H -1.071 1.521 -1.134
H 0.599 2.524 1.195
H 1.565 0.995 0.548
H -1.401 0.596 1.526
H 0.196 -0.107 2.286

Output
Orbital gap = 9.96 eV
Relative energy (zero: lowest compared OMol25 entry of this formula, charge and spin) = 95.4 kcal/mol
E_LUMO = 0.0313 Ha
Highest occupied orbital energy = -9.110 eV
SMILES = c1nc2n(n1)CCC2

***

(7)
Below is 10 unconnected molecules or ions with the total composition C4H25NO11 at a distorted geometry, with properties calculated with the ωB97M-V functional and the def2-TZVPD basis.

Cartesian coordinates (Å):
O 0.624 -2.915 -1.177
C 0.162 -2.083 -0.413
N -0.469 -0.952 -0.914
C -0.978 0.052 -0.032
C -2.334 -0.447 0.512
C -3.187 0.607 1.200
O -3.599 0.434 2.307
H 0.196 -2.213 0.679
H -0.543 -0.794 -1.937
H -1.086 1.010 -0.531
H -0.274 0.251 0.785
H -2.152 -1.266 1.211
H -2.940 -0.882 -0.291
H -3.458 1.533 0.666
H 2.325 0.757 -1.777
H 3.686 1.198 -1.148
O 2.765 0.986 -0.927
H 2.826 0.086 0.693
H 2.109 -0.463 1.988
O 2.842 0.110 1.670
H 1.746 -0.511 -3.576
H 0.947 0.782 -3.636
O 1.816 0.448 -3.386
H -2.041 -0.046 3.765
H -1.186 1.064 3.196
O -1.125 0.255 3.769
H -0.259 -1.271 -4.009
H -1.696 -0.687 -4.221
O -0.829 -0.495 -3.828
H 1.756 -2.895 -4.198
H 1.049 -2.570 -2.805
O 1.230 -2.246 -3.713
H 1.378 3.147 0.874
H 1.558 2.604 2.251
O 1.014 3.262 1.765
H 1.101 -1.910 3.356
H 0.059 -0.805 3.036
O 0.740 -1.410 2.615
H -1.871 3.160 2.370
H -0.482 2.717 1.829
O -1.417 2.402 1.983

Output
Orbital gap (alpha / beta) = 9.60 / 4.18 eV
⟨S²⟩ = 0.77
Relative energy (zero: lowest compared OMol25 entry of this formula, charge and spin) = 0.0 kcal/mol
E_LUMO (alpha / beta) = -0.1303 / -0.3296 Ha
Charge = +1
Highest occupied orbital energy (alpha / beta) = -13.149 / -13.145 eV
Spin multiplicity = 2